(1)
ORCA calculation (ωB97M-V with the def2-TZVPD basis set) on 2 unconnected molecules or ions with the total composition CH3ClO2P at a distorted geometry.

Results
- Gap between HOMO and LUMO: 0.3040 hartree
- E_tot: -26995.044 eV
- Max |F|: 0.05841 Eh/bohr
- Highest occupied orbital energy: -4.621 eV

The geometry in ORCA input format:
```
! RIJCOSX wB97M-V def2-TZVPD def2/J DEFGRID3
* xyz -1 1
H 0.7148 0.9908 -0.0260
C -0.1210 0.1310 0.0747
Cl 2.2409 2.0129 -0.2055
O -2.2956 1.6099 1.2935
P -1.6674 1.1719 0.0275
O -2.2048 1.6024 -1.2985
H 0.1091 -0.5848 -0.7062
H -0.0624 -0.3339 1.1624
*
```

***

(2)
ORCA calculation (ωB97M-V with the def2-TZVPD basis set) on 10 unconnected molecules or ions with the total composition C14H47N16O12 at a distorted geometry.

Results
- Gap between HOMO and LUMO: 0.0980 hartree
- E_tot: -63691.395 eV
- Max |F|: 0.13092 Eh/bohr
- Highest occupied orbital energy: -2.519 eV

The geometry in ORCA input format:
```
! RIJCOSX wB97M-V def2-TZVPD def2/J DEFGRID3
* xyz -1 1
H -13.1562 3.7937 -1.3249
H -6.9772 5.5078 4.8020
C -16.1846 -2.0742 2.3666
H -8.5674 3.5773 -0.7880
C -17.9541 3.3212 3.4837
H -22.2779 7.2141 9.2427
O -11.1831 -1.6944 10.8307
O -12.1098 2.5737 3.1964
N -13.8588 5.2937 -3.9248
C -6.9631 4.5955 6.6439
N -13.5719 4.2114 -2.1452
C -11.3401 -1.0446 9.7694
H -19.1112 -2.3360 9.4894
H -14.6482 -2.2424 1.1437
N -7.0083 1.7737 1.2177
H -17.3101 0.5333 8.6262
H -8.7474 -1.8626 4.9283
H -10.4487 0.5729 10.4358
N -13.9351 6.5293 2.6508
C -21.0778 4.0912 8.8446
H -17.4479 -2.0257 10.0116
N -7.5822 3.6367 7.2079
H -14.8370 6.1889 2.3493
H -14.5563 4.2002 -2.3709
H -8.2563 3.1458 6.6381
H -17.4731 2.7832 9.9191
H -6.2051 1.1756 1.3494
H -7.5032 3.5043 8.2061
N -10.9100 0.1814 9.6271
H -17.2520 2.8886 1.6728
H -14.8576 5.1912 -3.8155
N -16.9830 3.0963 2.6239
N -14.9256 -1.9594 2.0727
H -18.3427 2.7843 5.3584
H -21.1114 6.6352 7.9845
O -21.5817 5.2892 9.4310
H -17.9682 -1.7827 8.3119
H -19.2948 4.2977 9.8590
O -12.8846 1.5628 4.9174
O -6.5144 2.2601 -0.8955
N -8.1419 -2.6293 4.6720
O -18.6642 -0.3360 9.6408
N -17.6170 2.9403 4.6734
H -16.1982 2.6114 3.0351
H -13.4991 5.8724 -4.6704
H -15.7697 -1.1648 4.0798
H -16.6615 2.6660 4.8517
C -21.9618 6.3797 8.6166
C -7.2839 2.3120 0.0624
H -13.5980 7.3000 2.0918
H -22.7282 6.0826 7.9007
N -19.3919 2.2705 9.2623
H -16.9099 0.2864 10.3680
H -7.1810 -2.6242 4.9832
O -10.8122 1.4118 4.4862
H -20.4095 3.2484 10.7617
H -11.9430 -0.8973 7.8513
N -11.8069 -1.5456 8.6138
H -14.4501 -1.2261 2.5789
O -17.0186 -2.4779 1.5138
O -6.2157 5.2891 7.2851
C -20.0456 3.5127 9.7688
H -8.9590 3.0353 0.8409
H -14.1127 6.8152 3.6030
C -12.9169 4.7792 -3.1691
C -8.7584 -3.4503 3.8861
C -11.9429 1.8454 4.1956
H -18.5174 1.8308 11.0836
N -7.2907 4.7203 5.3512
N -8.3687 3.0075 0.0218
H -20.5642 4.2761 7.9012
H -20.0395 1.5268 9.4801
H -11.1716 0.6671 8.7811
H -13.3863 5.6832 2.5947
H -17.4736 -1.5815 3.7437
N -9.9926 -3.1854 3.8168
C -18.2503 -1.6802 9.3598
H -10.0831 -2.2271 4.1227
C -17.6771 0.5798 9.6515
O -19.0625 3.7153 3.1727
H -7.9932 4.0632 5.0432
N -16.4820 -1.6719 3.5744
H -7.6411 1.7474 2.0045
H -12.1960 -2.4775 8.5970
C -18.1822 1.9667 10.0554
O -11.6917 4.9517 -3.3036
H -21.9365 3.4405 8.6790
O -8.2614 -4.4365 3.4873
H -10.6003 -3.5735 3.1095
*
```

***

(3)
ORCA calculation (ωB97M-V with the def2-TZVPD basis set) on a single C23H27N3O6S molecule.

Results
- Gap between HOMO and LUMO: 0.3049 hartree
- SMILES: COc1cccc(NS(=O)(=O)c2ccc3[nH]cc(C(=O)NCCCOC(C)C)c(=O)c3c2)c1
- E_tot: -51880.357 eV
- Max |F|: 0.01756 Eh/bohr
- Highest occupied orbital energy: -8.495 eV

The geometry in ORCA input format:
```
! RIJCOSX wB97M-V def2-TZVPD def2/J DEFGRID3
* xyz 0 1
C -2.1134 -3.2018 2.9899
N 0.4741 -1.6723 -4.3276
C -0.9694 0.1962 3.5665
H -0.6414 1.2399 -5.7344
H -2.0310 -1.5593 -3.4371
H -2.6979 -1.3285 -1.0691
N 0.7747 2.3485 2.1826
H 3.3801 -1.2810 1.1037
H 0.1002 2.5934 4.1132
H -2.0301 2.8088 -4.3859
C 2.9001 -1.2992 0.1262
H -1.4129 -2.0374 4.6675
C -1.6517 -1.3884 -1.3288
C 0.7767 0.9430 -4.1727
O 1.3293 -0.5001 -6.3468
C -0.2932 2.9002 0.1163
C 1.0354 -1.5429 -1.9926
C 0.6555 -1.4115 -0.6608
C -1.3809 3.4412 -0.4952
O 1.7779 1.7723 -0.2314
O -1.2596 -1.0022 2.8916
C -0.3734 1.4979 -4.7217
S 1.5215 -0.4941 -4.9287
C -1.1405 2.3590 -3.9701
C 1.1693 1.2451 -2.8933
N -1.6162 3.3494 -1.8201
H 3.1475 -0.3827 -0.4152
H -1.8195 -3.4065 1.9640
C -0.8028 2.6064 -2.6322
C 0.7213 2.2201 -0.6703
H -3.1128 -2.7749 2.9850
H 0.9758 -2.2028 4.1795
C -1.2828 -1.5152 -2.6588
H 3.2532 -2.1698 -0.4336
O 2.8295 -0.7020 -4.3968
H -2.1267 -4.1316 3.5513
C 0.2948 -2.7792 3.5600
C -0.2768 2.9575 1.6165
C 0.0642 -1.5876 -2.9884
H 1.4431 1.9056 1.5554
H 0.8742 0.1604 4.7244
O 1.5152 -1.3711 0.3862
H -0.2816 -1.8199 -4.9805
H 0.6487 -2.7544 2.5322
C -1.1281 -2.2163 3.6174
C 0.3705 2.0587 -2.0893
C -0.7008 -1.3239 -0.3332
H -1.4166 0.9710 2.9381
C 0.5299 0.4922 3.7437
H -2.1110 3.9644 0.1076
H 0.2964 -3.8075 3.9123
H -1.4752 0.2128 4.5432
H -0.9773 -1.2094 0.7032
H 1.8335 2.2101 3.9556
H 2.0670 -1.6122 -2.2942
H -2.4496 3.7635 -2.2144
O -1.1823 3.4972 2.2340
H 2.0853 0.8421 -2.4951
C 0.8323 1.9863 3.5757
H 1.0782 -0.0574 2.9755
*
```

***

(4)
ORCA calculation (ωB97M-V with the def2-TZVPD basis set) on a molecular structure, C12H12F6N2OSbTi at a distorted geometry.

Results
- <S²>: 0.8046
- Gap between HOMO and LUMO (alpha / beta): 0.2147 / 0.2278 hartree
- E_tot: -63611.669 eV
- Max |F|: 0.08102 Eh/bohr
- Highest occupied orbital energy (alpha / beta): -16.159 / -16.160 eV

The geometry in ORCA input format:
```
! RIJCOSX wB97M-V def2-TZVPD def2/J DEFGRID3
* xyz 2 2
F -3.2881 -2.3395 -3.1031
H 1.0440 2.6225 -1.3453
C 1.6277 1.9848 -1.9920
F -4.9760 -2.7066 -0.8759
C 3.0197 0.1969 -3.6639
C 2.3440 2.4543 -3.0487
H -1.7219 -0.3643 3.0261
C 0.5730 -1.7302 3.6898
H 2.0607 -2.8452 0.3553
H 3.6594 1.9887 -4.6849
C -0.8881 -0.1413 2.3483
Sb -3.2654 -3.4006 -1.4663
Ti -0.6204 -1.4125 -0.3830
H -0.4660 0.8402 2.6176
N 0.9396 0.1598 -0.6865
O -1.3203 -0.1266 0.9905
C 1.6009 0.5517 -1.6915
H -2.1760 0.3324 0.9222
F -1.2225 -2.8962 0.3520
N 0.7139 -1.6077 1.3113
H 0.1026 -1.3875 4.6005
H 2.3403 3.5166 -3.2581
H 3.5491 -0.4585 -4.3452
C 1.6624 -2.5431 1.3179
C 2.3056 -0.3220 -2.6253
F -0.9497 -0.1488 -1.5943
C 2.1200 -3.1118 2.4967
F 0.3838 -2.3320 -1.4422
H 2.2242 -1.3880 -2.4526
H 1.8752 -3.1460 4.6349
H 2.9011 -3.8547 2.4689
C 0.1801 -1.1971 2.4662
F -2.7445 -1.4729 -0.7290
C 1.5569 -2.7059 3.7000
C 3.0688 1.5844 -3.8753
*
```

***

(5)
ORCA calculation (ωB97M-V with the def2-TZVPD basis set) on 2 unconnected molecules or ions with the total composition H4N2O2 at a distorted geometry.

Results
- Gap between HOMO and LUMO (alpha / beta): 0.3463 / 0.3332 hartree
- E_tot: -7134.376 eV
- Max |F|: 0.06737 Eh/bohr
- Highest occupied orbital energy (alpha / beta): -9.084 / -8.801 eV

The geometry in ORCA input format:
```
! RIJCOSX wB97M-V def2-TZVPD def2/J DEFGRID3
* xyz 0 1
O 0.8456 -0.5401 -0.5038
H 1.2538 1.4306 -0.9339
N 1.4239 0.6715 -0.2881
O -1.6436 0.4837 0.1819
H -1.3757 -1.4621 -0.3782
H -0.6812 -0.8884 1.0687
N -1.0261 -0.6420 0.1266
H 1.2032 0.9467 0.7268
*
```

***

(6)
ORCA calculation (ωB97M-V with the def2-TZVPD basis set) on a molecular structure, C30H24AlN3O4PS.

Results
- Gap between HOMO and LUMO: 0.3363 hartree
- E_tot: -70880.839 eV
- Max |F|: 0.01908 Eh/bohr
- Highest occupied orbital energy: -12.030 eV

The geometry in ORCA input format:
```
! RIJCOSX wB97M-V def2-TZVPD def2/J DEFGRID3
* xyz 1 1
H -2.3876 -0.6408 6.7953
H -2.0521 -4.5448 0.5220
H -2.3437 1.5931 -2.6545
C -3.1819 -1.2010 4.8851
C -2.9043 -1.4669 3.5519
C -1.5404 1.8350 1.1850
H -0.3235 -3.1188 -1.3589
H 0.2068 2.7606 4.4099
C -5.0685 -3.3714 -0.4493
N -1.0556 1.2412 -1.0354
H -0.6318 1.3637 -3.0620
H 1.3516 1.4464 2.6397
H -3.7099 -1.7531 2.8918
C -1.6416 -0.4404 -2.6553
C -3.7057 -1.5831 0.3881
C -0.3418 -4.2791 2.1782
C -0.5725 -1.0213 3.9639
H -6.0000 -3.7208 -0.8752
C -1.6531 2.8363 3.3319
Al -0.0578 -0.0370 -0.0729
C -1.5961 -1.3756 3.0808
C -2.6734 -2.4856 0.6578
O 3.4390 -1.5123 0.5570
H -5.6942 -1.3167 -0.3491
P -1.1569 -1.7439 1.3430
O 1.4075 -0.5771 1.6228
S 2.0248 -1.4455 0.6127
H -0.0554 -0.4917 5.9671
H -3.2974 2.7798 1.9073
C -0.8599 -0.7572 5.2932
N -0.2763 1.4287 1.3817
H -1.5807 -4.1974 -3.2132
H -2.1937 3.3660 4.1047
H -1.3315 -4.3288 2.6159
N -0.9832 -1.2193 -1.7973
H 0.2156 -6.2397 2.8230
H -4.1994 -1.2880 5.2431
C -2.8440 -3.8303 0.3450
C -2.2763 2.5100 2.1364
C -2.1649 -0.8424 5.7557
C -4.0406 -4.2683 -0.2034
C -2.0697 1.5858 -0.1995
H -2.9852 -2.7633 -4.6965
H 3.2381 -4.0105 0.7535
H 0.4464 -0.9683 3.6106
C 1.3568 -3.0420 1.0235
C -4.8998 -2.0256 -0.1564
H -3.5721 -0.5260 0.5895
C 1.8010 -5.2830 1.7369
H 2.4755 -6.1241 1.8180
C -0.3224 2.4897 3.5077
O -3.2520 1.7333 -0.4691
H -2.9310 -0.2807 -4.3515
C -2.3840 -0.9560 -3.7076
C -2.3980 -2.3240 -3.9011
C 2.2262 -4.1146 1.1228
H -4.1645 -5.3170 -0.4405
C -0.9433 -2.5351 -2.0297
C -1.4456 1.0257 -2.4153
C 0.3279 1.7689 2.5214
O 1.3788 -0.9281 -0.6724
C 0.0468 -3.1166 1.5193
C -1.6312 -3.1279 -3.0660
C 0.5308 -5.3524 2.2904
*
```

***

(7)
ORCA calculation (ωB97M-V with the def2-TZVPD basis set) on a molecular structure, C38H26ClF12NO2PReSe4 at a distorted geometry.

Results
- <S²>: 3.7778
- Gap between HOMO and LUMO (alpha / beta): 0.2448 / 0.2359 hartree
- E_tot: -363355.856 eV
- Max |F|: 0.03026 Eh/bohr
- Highest occupied orbital energy (alpha / beta): -4.414 / -4.723 eV

The geometry in ORCA input format:
```
! RIJCOSX wB97M-V def2-TZVPD def2/J DEFGRID3
* xyz -1 4
C -2.1258 0.9526 -2.6265
C -3.9543 0.9619 -4.1514
H 0.5049 -3.0980 -0.1188
Se -3.2868 1.0324 0.5055
H 3.6008 4.3067 -0.8166
F 2.7444 0.9758 2.8424
H -1.4972 -4.1668 -1.5025
H -2.4846 2.5468 -3.9563
C 3.0465 -0.6923 -1.6542
C -0.4399 3.1754 2.6113
C 4.8356 -2.3940 -1.2301
H 3.4257 -0.6079 -2.6839
C -2.6361 -2.6383 -0.4819
F -2.7037 3.8752 3.1076
C -2.3957 -3.9390 -0.9261
H 1.6679 6.9916 -0.4771
H 5.7310 -1.7845 -1.3305
C 1.5943 -2.5955 2.7856
C 2.2914 2.7776 -0.0813
F 1.1606 2.5086 4.2459
C -4.4188 -4.7247 0.1037
C -0.2015 -2.0093 -1.8360
O -0.9413 1.8682 2.7171
C 0.5993 -2.9204 -1.1869
F 2.8091 -3.2094 2.8635
P -1.5156 -1.2064 -0.8035
C 1.1773 2.3924 0.7095
H 3.6188 -2.4011 1.1858
H 1.6073 0.9196 -1.8466
C -4.6874 -3.4321 0.5185
H 2.8345 2.0439 -0.6351
H 2.1850 -4.3618 -1.3717
H 1.0259 -2.3594 -4.9788
C 1.5940 -1.0817 2.4110
C 2.4382 6.5891 0.2035
C -2.8109 1.5635 -3.6375
C -3.2774 -4.9664 -0.6457
C 3.1454 -1.6958 0.5097
H -4.5158 1.4475 -4.9468
C 3.6477 -1.5964 -0.7842
C -4.3162 -0.3015 -3.6968
H 2.4818 -3.9957 -3.7699
F 1.0389 -2.7234 4.0025
C 1.5534 -3.6418 -1.8793
H -3.8567 -1.8977 -2.3324
F -1.9984 4.3059 1.0846
C -2.4600 -0.3135 -2.1219
Cl -0.7168 1.7956 -2.0797
F 0.8854 -3.3100 1.8958
Se -2.4886 -1.1728 3.0867
Se -4.8249 -0.8073 2.9628
C 2.0002 0.1434 -1.2026
C 1.5888 0.0986 0.1466
H -5.2021 -0.7932 -4.0759
H -3.0497 -5.9643 -1.0089
C -0.0734 -1.8221 -3.1984
H 4.6718 -2.8485 -2.2338
F -0.6803 3.4552 5.0029
F 2.0089 -0.1469 4.5772
F -1.2919 5.4659 2.7606
C 2.7451 4.0969 -0.1796
C -1.6370 4.2016 2.3682
C 0.9172 -2.5165 -3.8957
C 0.6125 3.4145 1.5196
H -5.0701 -5.5670 0.3609
C -3.8259 -2.4044 0.1920
O 0.3148 -0.7151 2.6178
C 2.0938 -0.9204 0.9677
H 2.4628 7.2124 1.0931
C 1.6958 -3.4597 -3.2473
Se -4.5912 1.3747 2.4643
C 2.5474 -0.2381 3.3422
H 0.6883 5.5318 1.9916
H 5.1138 -3.1902 -0.5348
N 0.6908 1.0864 0.6332
C -3.5558 -0.9292 -2.7161
C 0.2300 3.4438 4.0010
F 3.7855 -0.7861 3.4643
C 1.0956 4.7238 1.3748
H -0.6726 -1.0938 -3.7273
H 3.3780 6.7351 -0.2880
H -4.0719 -1.3858 0.4785
Re -1.0277 0.3032 1.5080
C 2.1132 5.1196 0.4965
F 0.8975 4.6353 4.0969
H -5.5928 -3.2462 1.0874
*
```

***

(8)
ORCA calculation (ωB97M-V with the def2-TZVPD basis set) on a molecular structure, C16H31F3O3P2SSn at a distorted geometry.

Results
- Gap between HOMO and LUMO: 0.2100 hartree
- E_tot: -66629.478 eV
- Max |F|: 0.06249 Eh/bohr
- Highest occupied orbital energy: -5.946 eV

The geometry in ORCA input format:
```
! RIJCOSX wB97M-V def2-TZVPD def2/J DEFGRID3
* xyz 0 1
H -1.8366 -4.2411 -0.9582
C -2.7133 0.5914 -3.6696
H -1.0193 2.5635 -1.3072
C -2.9334 -4.3522 -0.9066
O 0.2933 -1.9102 -1.6589
H -5.8514 0.8805 2.2813
H -4.7874 -0.4324 2.8457
Sn -2.7442 -1.4422 0.9144
C -3.8333 3.3582 -2.6724
C -5.7436 -1.0793 -0.5188
C 1.9026 -1.8477 0.4939
P -4.5309 0.1364 0.3711
H -3.5249 2.5027 -6.0206
H -6.7733 -0.8581 -0.2046
H -2.6109 -0.4817 -3.4511
H -4.4590 0.2348 -4.7961
S 0.1620 -1.7303 -0.2291
H -5.6674 -0.7694 -1.5819
H -2.7004 -1.9201 3.5866
H -5.6453 1.6800 -1.1607
H -2.0943 1.2649 -0.8238
O -0.3670 -0.4088 0.1907
H -4.1270 1.1973 2.5560
H -3.3037 -4.9405 -1.7638
C -1.9449 2.0300 -1.6107
C -3.7282 0.9849 -4.4588
H -4.5198 -1.5446 -3.1055
H -3.1382 -2.6327 -3.4924
H -3.4108 3.2060 -0.6121
F 2.4388 -3.0360 0.1272
C -3.9590 2.3598 -5.0142
C -1.9769 -1.4586 2.9103
H -1.7961 -0.4089 3.1471
H -1.0457 -2.0341 2.9198
C -3.1497 2.8914 -1.6251
H -3.9287 4.3902 -4.4368
H -5.0438 2.4857 -5.0822
H -4.7889 -3.3341 -3.1681
C -3.4344 3.4632 -4.1131
C -4.8484 0.4453 2.1927
H -1.0353 1.9981 -3.6013
C -4.0599 -2.5290 -2.8871
H -0.8939 0.5325 -2.6287
H -5.2354 2.4549 0.4080
O -0.5431 -2.8288 0.4847
H -5.5103 -3.0382 0.5324
F 2.7168 -0.8538 0.0742
H -4.8335 3.7728 -2.4907
H -6.5765 1.2696 0.3273
F 1.8701 -1.8028 1.8497
C -5.5893 1.5419 -0.0791
C -1.6089 1.3139 -2.9592
C -5.3949 -2.5827 -0.4602
H -3.1973 -4.8022 0.0629
H -2.3484 3.5350 -4.2351
H -6.0093 -3.1807 -1.1591
P -3.6163 -2.6804 -1.0509
*
```

***

Number 5 is which compound? H4N2O2

***

What is the E_tot in the eighth record? -66629.478 eV